(1)
# CH7NO3P

A gas-phase ion, CH7NO3P (charge +1) (ωB97M-V with the def2-TZVPD basis set, the Open Molecules 2025 dataset).

Bonds (Å) are listed after each position.
Positions of all 13 atoms, in Å:
1 C 0.938 -1.019 0.896  N2 1.381, H7 1.088, H8 1.058, H9 1.143
2 N 0.582 -0.047 -0.019  C1 1.381, P6 1.850, H10 0.995
3 O -1.542 1.670 0.360  P6 1.532, H11 0.923
4 O -1.208 0.528 -1.958  P6 1.589, H12 0.956
5 O -2.319 -0.688 -0.001  P6 1.601, H13 0.891
6 P -1.183 0.375 -0.377  N2 1.850, O3 1.532, O4 1.589, O5 1.601
7 H 2.024 -1.072 0.923  C1 1.088
8 H 0.614 -0.841 1.887  C1 1.058
9 H 0.476 -2.039 0.669  C1 1.143
10 H 1.106 0.779 0.162  N2 0.995
11 H -2.375 1.629 0.756  O3 0.923
12 H -2.000 0.892 -2.349  O4 0.956
13 H -2.052 -1.539 -0.026  O5 0.891

Values from the calculation:
DFT total energy = -18066.34788 eV
lowest unoccupied orbital energy = -3.861 eV
total charge = +1
SMILES string = C[NH+]=P(O)(O)O
energy above the lowest of the compared OMol25 structures with the same formula, charge and spin = 123.7 kJ/mol
HOMO level = -14.6382 eV
M = 112.045 Da

(2)
# CH7NOS

2 unconnected molecules or ions with the total composition CH7NOS (ωB97M-V with the def2-TZVPD basis set, the Open Molecules 2025 dataset).

Bonds (Å) are listed after each position.
Positions of all 11 atoms, in Å:
1 S 2.794 0.327 1.096  H2 1.335, H3 1.337
2 H 3.710 -0.619 0.879  S1 1.335
3 H 3.486 1.357 0.597  S1 1.337
4 N -1.655 -1.196 -0.240  C5 1.473, H7 1.010, H8 1.023
5 C -0.752 -0.034 -0.188  N4 1.473, O6 1.402, H9 1.100, H10 1.092
6 O -1.270 1.144 -0.744  C5 1.402, H11 0.962
7 H -1.787 -1.363 -1.228  N4 1.010
8 H -2.597 -0.967 0.087  N4 1.023
9 H 0.019 -0.351 -0.906  C5 1.100
10 H -0.198 0.022 0.752  C5 1.092
11 H -1.749 1.680 -0.105  O6 0.962

Values from the calculation:
DFT total energy = -15522.70017 eV
lowest unoccupied orbital energy = 0.792 eV
SMILES string = NCO.S
energy above the lowest of the compared OMol25 structures with the same formula, charge and spin = 25.3 kJ/mol
HOMO level = -9.7189 eV
M = 81.140 Da

(3)
# CH7NS

2 unconnected molecules or ions with the total composition CH7NS (ωB97M-V with the def2-TZVPD basis set, the Open Molecules 2025 dataset).

Bonds (Å) are listed after each position.
Positions of all 10 atoms, in Å:
1 S 3.556 -0.769 3.678  H2 1.339
2 H 4.125 0.115 4.507  S1 1.339
3 C -1.565 0.045 -1.423  N4 1.509, H5 1.083, H6 1.102, H7 1.170
4 N -0.258 0.070 -0.670  C3 1.509, H8 1.017, H9 1.040, H10 1.021
5 H -1.957 1.027 -1.652  C3 1.083
6 H -1.600 -0.762 -2.173  C3 1.102
7 H -2.409 -0.113 -0.628  C3 1.170
8 H -0.293 0.051 0.346  N4 1.017
9 H 0.092 1.018 -0.916  N4 1.040
10 H 0.308 -0.682 -1.068  N4 1.021

Values from the calculation:
DFT total energy = -13471.47769 eV
lowest unoccupied orbital energy = -1.754 eV
energy above the lowest of the compared OMol25 structures with the same formula, charge and spin = 418.6 kJ/mol
HOMO level = -4.8298 eV
M = 65.141 Da

(4)
# CH7NS2

2 unconnected molecules or ions with the total composition CH7NS2 (ωB97M-V with the def2-TZVPD basis set, the Open Molecules 2025 dataset).

Bonds (Å) are listed after each position.
Positions of all 11 atoms, in Å:
1 S -3.098 -0.577 3.545  S2 2.099, H3 1.335
2 S -2.471 -0.002 1.626  S1 2.099, H4 1.360
3 H -4.288 -1.043 3.161  S1 1.335
4 H -3.482 0.893 1.466  S2 1.360
5 C 2.239 -0.280 -1.157  N6 1.473, H7 1.087, H8 1.108, H9 1.090
6 N 1.230 0.763 -1.410  C5 1.473, H10 1.007, H11 1.015
7 H 3.121 0.206 -0.748  C5 1.087
8 H 2.551 -0.849 -2.055  C5 1.108
9 H 1.851 -1.073 -0.517  C5 1.090
10 H 0.556 0.458 -2.093  N6 1.007
11 H 1.791 1.503 -1.819  N6 1.015

Values from the calculation:
DFT total energy = -24310.48092 eV
lowest unoccupied orbital energy = 0.368 eV
SMILES string = CN.SS
energy above the lowest of the compared OMol25 structures with the same formula, charge and spin = 70.8 kJ/mol
HOMO level = -9.0731 eV
M = 97.208 Da

(5)
# CH7NSi

2 unconnected molecules or ions with the total composition CH7NSi (ωB97M-V with the def2-TZVPD basis set, the Open Molecules 2025 dataset).

Bonds (Å) are listed after each position.
Positions of all 10 atoms, in Å:
1 C -1.541 -0.252 0.287  N2 1.414, H4 1.084, H5 1.139, H6 1.156
2 N -0.211 0.192 0.467  C1 1.414, Si3 1.694
3 Si 1.416 -0.091 0.092  N2 1.694, H8 1.553, H9 1.466, H10 1.494
4 H -1.808 -0.054 -0.745  C1 1.084
5 H -1.805 -1.313 0.608  C1 1.139
6 H -2.078 0.365 1.104  C1 1.156
7 H -0.571 2.388 -0.338  no bonds
8 H 1.770 -1.386 0.872  Si3 1.553
9 H 2.331 1.000 0.442  Si3 1.466
10 H 2.161 -0.560 -1.115  Si3 1.494

Values from the calculation:
DFT total energy = -10511.62214 eV
lowest unoccupied orbital energy (alpha / beta) = -2.696 / -2.695 eV
energy above the lowest of the compared OMol25 structures with the same formula, charge and spin = 654.5 kJ/mol
HOMO level (alpha / beta) = -9.2518 / -9.2986 eV
M = 61.160 Da

(6)
# CH7NSi

2 unconnected molecules or ions with the total composition CH7NSi (ωB97M-V with the def2-TZVPD basis set, the Open Molecules 2025 dataset).

Bonds (Å) are listed after each position.
Positions of all 10 atoms, in Å:
1 C -2.457 -0.198 0.016  H4 1.088, H5 1.044, H6 1.132, H10 1.082
2 N 1.204 0.429 -0.209  Si3 1.636, H7 1.108
3 Si 2.809 0.120 -0.133  N2 1.636, H8 1.486, H9 1.520
4 H -2.934 -0.595 0.910  C1 1.088
5 H -1.663 -0.717 -0.420  C1 1.044
6 H -1.976 0.703 0.505  C1 1.132
7 H 0.399 -0.043 0.389  N2 1.108
8 H 3.665 -1.056 0.171  Si3 1.486
9 H 3.929 1.112 -0.406  Si3 1.520
10 H -2.977 0.245 -0.823  C1 1.082

Values from the calculation:
DFT total energy = -10512.73468 eV
lowest unoccupied orbital energy (alpha / beta) = 0.313 / -2.791 eV
energy above the lowest of the compared OMol25 structures with the same formula, charge and spin = 29.7 kJ/mol
HOMO level (alpha / beta) = -6.0904 / -10.9309 eV
multiplicity = 3
M = 61.160 Da

(7)
# CH7O2

2 unconnected molecules or ions with the total composition CH7O2 (ωB97M-V with the def2-TZVPD basis set, the Open Molecules 2025 dataset).

Bonds (Å) are listed after each position.
Positions of all 10 atoms, in Å:
1 O -1.149 1.380 -0.759  H2 1.003, H3 1.050
2 H -1.680 2.220 -0.624  O1 1.003
3 H -1.927 0.719 -1.002  O1 1.050
4 H 0.495 0.194 1.537  O6 0.930
5 C 1.140 -0.864 -0.139  O6 1.518, H7 1.113, H8 1.053, H9 1.114
6 O 0.216 -0.525 1.017  H4 0.930, C5 1.518, H10 0.985
7 H 0.638 -1.781 -0.520  C5 1.113
8 H 2.080 -0.941 0.328  C5 1.053
9 H 0.949 0.045 -0.755  C5 1.114
10 H -0.761 -0.447 0.918  O6 0.985

Values from the calculation:
DFT total energy = -5240.74037 eV
lowest unoccupied orbital energy (alpha / beta) = 1.000 / 0.589 eV
energy above the lowest of the compared OMol25 structures with the same formula, charge and spin = 71.9 kJ/mol
HOMO level (alpha / beta) = -4.0038 / -11.5673 eV
multiplicity = 2
M = 51.065 Da

(8)
# CH7O3

3 unconnected molecules or ions with the total composition CH7O3 (ωB97M-V with the def2-TZVPD basis set, the Open Molecules 2025 dataset).

Bonds (Å) are listed after each position.
Positions of all 11 atoms, in Å:
1 C -1.293 -0.244 -0.415  O2 1.375, H3 1.109, H4 1.100, H5 1.109
2 O -0.182 -0.371 0.385  C1 1.375
3 H -1.131 -0.612 -1.449  C1 1.109
4 H -2.177 -0.767 -0.022  C1 1.100
5 H -1.617 0.812 -0.515  C1 1.109
6 H 0.459 0.904 0.892  O8 1.041
7 H 0.269 1.666 2.181  O8 0.971
8 O 0.750 1.793 1.348  H6 1.041, H7 0.971
9 H 2.123 -0.649 -1.269  O11 0.963
10 H 1.002 -1.084 -0.294  O11 1.032
11 O 1.796 -1.448 -0.843  H9 0.963, H10 1.032

Values from the calculation:
DFT total energy = -7293.69547 eV
lowest unoccupied orbital energy = 4.551 eV
total charge = -1
energy above the lowest of the compared OMol25 structures with the same formula, charge and spin = 2.7 kJ/mol
HOMO level = -3.9228 eV
M = 67.064 Da

(9)
# CH7O5

4 unconnected molecules or ions with the total composition CH7O5 (ωB97M-V with the def2-TZVPD basis set, the Open Molecules 2025 dataset).

Bonds (Å) are listed after each position.
Positions of all 13 atoms, in Å:
1 O 0.728 1.246 -0.545  C2 1.244
2 C 1.201 0.172 -0.134  O1 1.244, O3 1.257, H4 1.119
3 O 0.609 -0.920 0.062  C2 1.257
4 H 2.313 0.113 -0.026  C2 1.119
5 H -1.614 -0.546 -0.323  O7 0.965
6 H -1.760 -0.926 1.118  O7 0.968
7 O -2.217 -1.012 0.269  H5 0.965, H6 0.968
8 H 0.390 -1.587 1.754  O10 0.980
9 H -0.735 -2.645 1.940  O10 0.959
10 O -0.102 -2.109 2.422  H8 0.980, H9 0.959
11 H 0.248 2.042 -2.445  O13 0.970
12 H 0.576 3.170 -1.581  O13 0.967
13 O 0.364 3.003 -2.510  H11 0.970, H12 0.967

Values from the calculation:
DFT total energy = -11390.50385 eV
lowest unoccupied orbital energy = 4.040 eV
total charge = -1
energy above the lowest of the compared OMol25 structures with the same formula, charge and spin = 36.8 kJ/mol
HOMO level = -5.3764 eV
M = 99.062 Da

(10)
# CH7OPSi

2 unconnected molecules or ions with the total composition CH7OPSi (ωB97M-V with the def2-TZVPD basis set, the Open Molecules 2025 dataset).

Bonds (Å) are listed after each position.
Positions of all 11 atoms, in Å:
1 C 1.552 -0.843 1.120  H5 1.083, H6 1.174, H7 1.040
2 O 0.312 1.965 -0.785  Si3 1.665, H8 0.957
3 Si -0.419 0.727 0.052  O2 1.665, P4 2.254, H9 1.575
4 P -1.597 -0.429 -1.483  Si3 2.254, H10 1.538, H11 1.468
5 H 2.202 -0.348 1.832  C1 1.083
6 H 1.063 -1.845 1.488  C1 1.174
7 H 1.906 -0.900 0.144  C1 1.040
8 H 0.564 1.682 -1.664  O2 0.957
9 H -1.296 1.720 0.903  Si3 1.575
10 H -1.422 -1.749 -0.713  P4 1.538
11 H -2.864 0.019 -0.894  P4 1.468

Values from the calculation:
DFT total energy = -20362.32655 eV
lowest unoccupied orbital energy = 0.081 eV
energy above the lowest of the compared OMol25 structures with the same formula, charge and spin = 150.7 kJ/mol
HOMO level = -8.5374 eV
M = 94.126 Da